Molecular formula: C19H17N3O3
Method: DFT, ωB97M-V/def2-TZVPD

Geometry as XYZ:
```
42
Properties=species:S:1:pos:R:3:forces:R:3:nbo_charge:R:1
C 0.798 -3.087 7.027 0.1 -0.2 0.1 -0.253
H 0.591 -2.993 8.092 0.0 0.0 -0.1 0.203
O 0.137 -2.006 6.414 -0.1 0.2 -0.2 -0.487
C 0.223 -1.867 5.067 0.0 0.1 -0.2 0.326
C 0.922 -2.721 4.219 0.0 -0.1 0.4 -0.318
C 0.930 -2.477 2.858 -0.2 0.3 -0.2 -0.158
C 0.251 -1.387 2.331 0.3 -0.4 0.3 -0.083
C -0.452 -0.510 3.179 0.1 -0.1 0.1 0.026
C -0.454 -0.765 4.533 0.1 -0.2 0.1 -0.247
H -0.977 -0.115 5.217 -0.1 0.1 0.1 0.223
C -1.107 0.726 2.616 -0.1 0.1 -0.1 -0.415
H -1.867 1.089 3.308 0.1 0.0 0.0 0.221
C -1.722 0.513 1.227 -0.1 0.1 0.1 -0.417
C -0.743 -0.216 0.383 0.7 -0.6 0.2 -0.129
C 0.167 -1.099 0.924 -1.1 1.1 -0.8 0.291
O 0.906 -1.643 -0.053 0.1 -0.1 0.6 -0.253
N 0.504 -1.131 -1.241 -0.4 0.4 -1.0 -0.146
C -0.480 -0.283 -1.002 0.6 -0.6 0.9 0.102
C -1.144 0.475 -2.087 0.1 -0.2 -0.6 0.632
O -2.026 1.287 -1.880 -0.1 0.1 0.3 -0.616
N -0.679 0.154 -3.312 0.0 -0.2 -0.1 -0.592
H 0.103 -0.482 -3.359 0.0 0.0 0.0 0.417
C -1.112 0.835 -4.512 -0.1 0.1 0.1 -0.248
C -0.074 1.821 -4.979 0.1 0.0 -0.2 -0.080
C 0.174 2.980 -4.247 -0.2 -0.3 0.0 0.044
N 1.091 3.870 -4.575 0.1 0.4 0.3 -0.409
C 1.815 3.652 -5.660 0.2 -0.1 -0.3 0.030
C 1.658 2.535 -6.466 0.0 0.0 0.1 -0.252
C 0.697 1.601 -6.113 -0.1 0.1 0.1 -0.174
H 0.543 0.715 -6.714 0.0 -0.1 0.0 0.212
H 2.271 2.396 -7.343 0.1 0.0 -0.1 0.219
H 2.552 4.410 -5.889 0.1 0.0 -0.1 0.193
H -0.398 3.196 -3.354 -0.1 -0.1 0.1 0.203
H -1.317 0.096 -5.293 0.0 0.1 0.1 0.204
H -2.037 1.358 -4.251 0.1 -0.2 -0.1 0.246
H -1.991 1.463 0.765 0.0 -0.1 0.1 0.249
H -2.635 -0.086 1.306 -0.1 0.1 0.0 0.217
H -0.334 1.498 2.540 0.0 0.0 0.0 0.220
H 1.462 -3.138 2.191 0.1 -0.1 0.0 0.221
H 1.458 -3.574 4.603 0.0 -0.1 0.1 0.222
H 1.880 -3.042 6.864 0.0 0.0 0.0 0.178
H 0.416 -4.048 6.669 0.0 0.0 0.0 0.178
```
Positions in Å, forces in eV/Å.

Values from the calculation:
- electronic energy (hartree) = -1124.20129
- charge = 0
- largest force on an atom (eV Å⁻¹) = 1.73
- multiplicity = 1
- gap between HOMO and LUMO (eV) = 8.60
- energy relative to the best compared isomer or geometry (same formula, charge and spin) (kcal/mol) = 45.8

Molecular formula: C8H6Cl2NRhS5Sb
Method: DFT, ωB97M-V/def2-TZVPD

Geometry as XYZ:
```
24
Properties=species:S:1:pos:R:3:forces:R:3:nbo_charge:R:1
Rh -0.186 -0.042 -0.386 -0.1 -0.1 -0.4 0.579
S 2.661 2.091 2.707 0.0 0.0 0.0 -0.409
Sb 2.338 -0.056 1.885 -0.1 -0.1 -0.2 0.919
S 2.135 0.017 -0.516 -0.1 0.1 0.1 -0.615
S -0.053 -0.431 1.830 0.0 0.2 0.0 -0.409
S -2.617 0.295 -0.429 0.2 0.2 0.0 -0.123
C -1.940 1.870 -0.282 0.3 -0.2 0.1 -0.092
N -0.618 1.895 -0.255 -0.4 -0.4 0.1 -0.483
C -0.080 3.153 -0.065 0.0 0.3 0.0 0.191
C 1.264 3.506 -0.007 0.0 -0.1 0.0 -0.238
C 1.581 4.837 0.189 0.0 0.0 0.0 -0.195
C 0.588 5.812 0.313 0.0 0.0 0.0 -0.213
C -0.750 5.471 0.239 0.0 0.0 0.0 -0.197
C -1.074 4.135 0.052 0.0 -0.1 0.0 -0.245
S -2.664 3.418 -0.083 0.0 0.0 0.0 0.458
H 2.025 2.746 -0.119 0.0 0.0 0.0 0.255
H 2.622 5.126 0.247 0.0 0.0 0.0 0.224
H 0.867 6.845 0.467 0.0 0.0 0.0 0.220
H -1.524 6.222 0.329 0.0 0.0 0.0 0.224
Cl -0.314 -2.584 -1.049 0.2 0.2 0.2 0.047
C 0.200 -3.511 0.393 -0.1 -0.1 0.0 -0.395
Cl 1.941 -3.696 0.503 0.0 0.0 0.0 0.008
H -0.258 -4.488 0.300 0.0 0.0 0.0 0.231
H -0.154 -2.959 1.257 0.0 0.0 0.0 0.257
```
Positions in Å, forces in eV/Å.

Values from the calculation:
- electronic energy (hartree) = -3625.38099
- charge = 0
- largest force on an atom (eV Å⁻¹) = 0.54
- multiplicity = 2
- gap between HOMO and LUMO (alpha / beta) (eV) = 6.76 / 5.83
- expectation value of S² = 0.76
- energy relative to the best compared isomer or geometry (same formula, charge and spin) (kcal/mol) = 17.7

Molecular formula: C10H15N3
Method: DFT, ωB97M-V/def2-TZVPD

Geometry as XYZ:
```
28
Properties=species:S:1:pos:R:3:forces:R:3:nbo_charge:R:1
C -0.242 -2.528 -0.609 0.1 0.5 0.4 -0.372
C 2.866 0.610 0.245 1.6 1.6 0.1 -0.255
C -1.179 -1.530 -0.715 -0.9 0.9 -0.8 0.114
C 2.776 -0.786 -0.190 -1.2 -0.4 1.2 0.220
C 1.057 -2.549 0.163 -2.4 -0.7 0.1 0.242
C 1.841 1.481 0.068 1.2 -2.6 1.1 0.041
C -0.333 0.378 0.530 1.9 -0.2 1.3 0.692
C -0.085 0.515 2.009 0.9 3.6 -3.3 -0.696
C -2.796 0.106 0.199 1.0 0.7 -2.8 -0.379
C 0.204 1.322 -1.655 1.4 -0.1 -0.8 -0.427
N -1.373 -0.310 0.018 0.0 -1.9 -2.0 -0.492
N 1.920 -1.626 0.225 -0.1 0.4 -0.9 -0.284
N 0.553 0.929 -0.294 -1.4 0.2 0.7 -0.353
H -0.644 -3.530 -0.903 0.8 0.9 -0.1 0.306
H 3.959 0.961 0.511 -2.4 -0.5 -0.7 0.314
H -2.062 -1.595 -1.464 1.5 -0.8 1.6 0.267
H 3.478 -1.140 -0.909 0.7 -0.2 -0.7 0.264
H 1.103 -3.447 0.806 0.7 0.5 -0.2 0.274
H 1.987 2.532 0.194 -0.4 0.6 -0.1 0.273
H 0.973 0.707 2.075 0.2 0.5 0.5 0.252
H -0.302 -0.182 2.682 -1.5 -3.5 2.1 0.267
H -0.653 1.413 2.274 0.2 0.3 0.3 0.287
H -3.334 0.006 -0.820 0.9 0.3 1.7 0.245
H -3.246 -0.515 0.891 -1.1 -1.0 1.6 0.232
H -2.712 1.137 0.486 -0.7 0.5 0.3 0.225
H 1.010 0.842 -2.296 -1.2 1.2 0.2 0.243
H 0.196 2.412 -1.577 0.6 0.0 -0.8 0.250
H -0.790 1.091 -1.976 -0.5 -0.8 0.1 0.250
```
Positions in Å, forces in eV/Å.

Values from the calculation:
- electronic energy (hartree) = -553.53764
- charge = +2
- largest force on an atom (eV Å⁻¹) = 5.00
- multiplicity = 1
- gap between HOMO and LUMO (eV) = 8.21
- energy relative to the best compared isomer or geometry (same formula, charge and spin) (kcal/mol) = 69.9

Molecular formula: C33H45BN12O2Pb
Method: DFT, ωB97M-V/def2-TZVPD

Geometry as XYZ:
```
94
Properties=species:S:1:pos:R:3:forces:R:3:mulliken_spin:R:1
Pb 0.214 -0.172 -0.080 1.5 0.4 0.2 0.023
C 1.811 3.993 2.116 0.0 -0.2 -0.1 0.000
C 1.387 2.576 2.504 0.1 0.1 0.0 -0.036
C 1.802 2.248 3.937 0.0 -0.1 -0.3 0.013
C -0.089 2.415 2.370 -0.1 0.0 0.0 -0.002
C -1.099 3.059 3.097 -0.1 0.0 0.0 0.000
C -2.270 2.536 2.599 0.1 0.1 0.0 0.000
N -1.962 1.647 1.644 -0.4 0.4 0.5 0.001
N -0.638 1.573 1.501 0.3 0.1 0.2 0.003
B -2.949 0.810 0.848 0.4 0.0 -0.3 0.001
N -2.821 1.122 -0.651 -0.7 0.2 -0.1 -0.003
C -3.869 1.429 -1.431 0.0 0.1 -0.2 0.000
C -3.423 1.573 -2.720 0.0 -0.1 0.2 0.001
C -2.044 1.328 -2.650 -0.5 0.0 -0.1 0.000
N -1.702 1.071 -1.390 0.6 -0.1 -0.3 0.011
C -1.162 1.437 -3.858 0.3 0.1 0.0 -0.001
C 0.175 0.723 -3.755 -0.3 -0.1 0.0 0.005
C -0.926 2.923 -4.152 -0.1 -0.1 -0.1 0.000
N -2.735 -0.684 1.119 -0.7 -0.2 0.3 0.000
C -3.722 -1.519 1.473 0.1 -0.3 0.0 0.000
C -3.199 -2.782 1.605 0.0 0.2 -0.1 0.000
C -1.836 -2.641 1.307 -0.4 -0.1 0.0 0.002
N -1.582 -1.364 1.022 0.3 -0.4 0.2 0.000
C -0.864 -3.782 1.379 0.2 -0.1 0.1 -0.001
C -0.692 -4.173 2.854 -0.1 -0.1 -0.1 0.001
C 0.505 -3.529 0.765 -0.3 0.0 -0.1 0.011
H 2.896 4.089 2.123 0.1 0.0 0.0 0.002
H 1.400 4.714 2.821 0.0 0.1 0.0 0.000
H 1.448 4.239 1.121 0.0 0.1 -0.1 0.000
H 1.846 1.849 1.832 0.0 0.0 0.0 0.012
H 1.305 2.917 4.638 0.0 0.1 0.1 0.001
H 2.878 2.350 4.064 0.1 0.0 0.0 0.001
H 1.520 1.224 4.165 0.0 -0.1 0.1 -0.003
H -0.987 3.794 3.868 0.0 0.1 0.1 0.000
H -3.292 2.732 2.855 -0.2 0.0 0.0 0.000
H -4.052 1.097 1.194 -0.3 0.0 0.0 0.000
H -4.853 1.544 -1.026 -0.2 -0.1 0.2 0.000
H -3.998 1.801 -3.593 -0.1 0.0 -0.2 0.000
H -1.734 1.003 -4.688 0.1 0.0 0.1 0.000
H 0.786 1.178 -2.983 0.2 0.1 0.1 0.000
H 0.701 0.785 -4.707 0.1 0.0 0.0 0.000
H 0.036 -0.323 -3.506 0.1 -0.2 0.0 -0.002
H -0.359 3.358 -3.332 0.1 0.2 0.1 0.000
H -1.869 3.457 -4.246 -0.1 0.1 0.0 0.000
H -0.367 3.054 -5.076 0.1 0.0 -0.1 0.000
H -4.723 -1.166 1.618 -0.2 0.1 0.0 0.000
H -3.722 -3.682 1.856 -0.1 -0.2 0.1 0.000
H -1.334 -4.622 0.848 0.0 0.1 0.1 0.001
H -0.182 -3.368 3.379 0.1 0.1 0.1 0.000
H -0.096 -5.080 2.946 0.1 -0.1 0.0 0.000
H -1.655 -4.341 3.329 -0.1 0.0 0.1 0.000
H 0.999 -2.702 1.268 0.2 0.1 0.1 0.001
H 0.416 -3.294 -0.291 0.1 0.0 -0.1 -0.010
H 1.121 -4.424 0.862 0.1 0.0 0.1 -0.001
C 3.611 2.370 -2.039 -0.2 0.0 0.1 0.021
N 3.815 1.184 -2.835 0.0 0.1 0.0 0.031
C 4.867 1.237 -3.816 0.1 -0.1 -0.3 0.031
C 4.617 0.188 -4.885 0.1 0.0 0.3 -0.013
C 4.500 -1.156 -4.186 0.1 0.1 -0.2 0.037
N 3.451 -1.092 -3.199 -0.1 -0.1 -0.1 0.033
C 2.862 -2.349 -2.808 -0.1 -0.1 0.1 0.054
C 3.205 0.019 -2.455 0.2 0.2 -0.2 -0.081
O 2.412 0.017 -1.521 -0.2 -0.2 0.1 -0.074
H 3.140 3.156 -2.637 0.0 0.0 0.0 0.001
H 4.560 2.742 -1.646 0.0 0.0 0.0 -0.002
H 2.960 2.106 -1.208 0.1 0.1 0.0 -0.017
H 5.847 1.068 -3.345 0.0 0.1 0.0 -0.011
H 4.871 2.239 -4.255 0.0 0.0 0.0 0.001
H 5.428 0.183 -5.611 0.1 0.0 0.0 0.000
H 3.681 0.407 -5.400 0.0 0.0 -0.1 -0.001
H 5.456 -1.430 -3.716 0.0 0.0 0.0 -0.016
H 4.247 -1.942 -4.902 0.0 0.0 0.1 0.002
H 2.481 -2.864 -3.692 0.0 0.0 0.0 0.003
H 2.036 -2.147 -2.131 0.0 -0.2 0.0 -0.023
H 3.599 -2.983 -2.307 -0.1 0.0 0.0 -0.012
O 2.152 -0.678 1.587 -0.9 0.2 0.3 0.049
N 3.378 -0.742 1.084 0.9 0.0 -0.4 0.271
C 3.864 -1.927 0.574 -0.1 -0.2 0.0 0.132
C 5.015 -1.970 -0.144 0.2 0.0 0.0 -0.052
C 5.772 -0.803 -0.387 0.2 0.0 -0.3 0.439
C 5.291 0.388 0.198 0.2 0.0 0.0 -0.064
C 4.135 0.399 0.909 -0.1 0.2 0.2 0.142
H 3.259 -2.794 0.777 -0.1 -0.1 0.1 0.045
H 5.363 -2.923 -0.520 -0.1 -0.1 0.0 -0.010
H 6.705 -0.835 -0.929 0.0 0.0 0.0 0.010
H 5.860 1.306 0.100 -0.1 0.1 0.1 -0.008
H 3.742 1.286 1.376 0.0 0.0 0.1 0.044
N -0.598 -1.812 -1.698 -0.8 -1.0 -1.1 0.003
C -1.480 -2.310 -2.275 1.3 0.7 0.8 0.002
C -2.478 -2.919 -2.980 -0.3 -0.1 0.0 0.000
C -2.892 -2.394 -4.199 -0.2 0.4 -0.9 0.000
N -3.213 -1.972 -5.225 -0.1 0.1 -0.1 0.000
C -3.048 -4.092 -2.494 -0.3 -0.8 0.3 0.000
N -3.506 -5.076 -2.101 -0.1 -0.1 0.1 0.000
```
Positions in Å, forces in eV/Å.

Values from the calculation:
- electronic energy (hartree) = -2309.84869
- charge = -1
- largest force on an atom (eV Å⁻¹) = 1.69
- multiplicity = 2
- gap between HOMO and LUMO (alpha / beta) (eV) = 4.25 / 7.03
- expectation value of S² = 0.76
- energy relative to the best compared isomer or geometry (same formula, charge and spin) (kcal/mol) = 15.3

Question: Among the records above, which one has the highest energy relative to the best compared isomer or geometry (same formula, charge and spin)?
Answer: C10H15N3

Question: Which formula does entry 3 have?
Answer: C10H15N3